# 1
Density functional theory data (ωB97M-V with the def2-TZVPD basis set) for a cluster of 2 separate species, C22H16BrF3N in total in a non-equilibrium geometry.

CARTESIAN COORDINATES (ANGSTROEM)
F (3.9189, 1.1077, 1.9310)
C (3.6150, -0.0505, 2.5914)
F (4.3370, -1.0496, 2.0024)
F (4.0984, 0.0842, 3.8748)
C (2.1412, -0.3356, 2.5983)
C (1.6962, -1.6523, 2.4805)
C (0.3398, -1.8974, 2.4142)
C (-0.6187, -0.8418, 2.5120)
C (-1.9689, -1.1718, 2.2145)
C (-3.1505, -0.3936, 2.4116)
C (-4.3820, -1.0945, 2.5834)
C (-5.5903, -0.4215, 2.6545)
C (-5.6139, 0.9820, 2.6263)
C (-4.4181, 1.6955, 2.4697)
C (-3.2107, 1.0237, 2.3006)
C (-0.1192, 0.4548, 2.8355)
C (1.2429, 0.7148, 2.7834)
H (2.4143, -2.4680, 2.4241)
H (-0.0121, -2.9182, 2.2542)
H (-2.1361, -2.2120, 1.9228)
H (-4.3546, -2.1847, 2.6298)
H (-6.5256, -0.9811, 2.7333)
H (-6.5585, 1.5182, 2.7316)
H (-4.4250, 2.7883, 2.4615)
H (-2.3173, 1.5816, 2.0219)
H (-0.8032, 1.2579, 3.0995)
H (1.6156, 1.7339, 2.8971)
Br (-7.5007, -0.7885, -1.0306)
C (-5.7302, -1.2773, -1.5218)
C (-4.6557, -0.6317, -0.8952)
C (-3.3576, -1.1007, -1.1356)
C (-3.1636, -2.1235, -2.1122)
N (-1.7979, -2.3593, -2.2018)
C (-1.1247, -1.5578, -1.3037)
C (-2.0533, -0.7771, -0.6319)
C (-4.2188, -2.6910, -2.8144)
C (-5.5230, -2.2724, -2.4977)
H (-4.8094, 0.2037, -0.2194)
H (-1.3682, -3.0099, -2.8505)
H (-0.0470, -1.5838, -1.2012)
H (-1.8598, 0.0143, 0.0760)
H (-4.0247, -3.4317, -3.5897)
H (-6.3831, -2.6941, -3.0083)

## Properties
* E_LUMO: -6.10 eV
* total charge: +1
* HOMO energy: -0.404 Ha

# 2
Density functional theory data (ωB97M-V with the def2-TZVPD basis set) for a structure of composition C26H28BrN3O3ReS in a non-equilibrium geometry.

CARTESIAN COORDINATES (ANGSTROEM)
Re (-1.8648, 0.5053, 0.6140)
C (-3.8322, -0.8682, -2.2181)
C (-2.3973, -0.6103, -2.6771)
C (-2.3975, -0.2949, -4.1863)
C (-1.6993, 0.5495, -1.9931)
C (-2.4209, 1.6019, -1.3642)
C (-1.8021, 2.8618, -1.1500)
C (-0.4840, 3.0906, -1.5033)
C (0.1565, 4.4382, -1.3691)
C (0.2420, 2.0108, -2.0334)
C (-0.3395, 0.7811, -2.2550)
H (-4.1908, -1.7976, -2.6582)
H (-4.5016, -0.0759, -2.5609)
H (-3.9287, -0.9542, -1.1342)
H (-1.7954, -1.5110, -2.5244)
H (-2.9199, 0.6445, -4.3819)
H (-2.9172, -1.0897, -4.7211)
H (-1.3874, -0.2177, -4.5881)
H (-3.5041, 1.5538, -1.3550)
H (-2.4069, 3.6711, -0.7569)
H (0.6326, 4.7255, -2.3074)
H (0.9417, 4.4192, -0.6098)
H (-0.5679, 5.2061, -1.1032)
H (1.2819, 2.1637, -2.3018)
H (0.2406, -0.0111, -2.7173)
C (-0.4322, 3.5177, 1.8681)
O (-0.0899, 2.2098, 1.3871)
C (1.0181, 1.6113, 1.9609)
C (1.7758, 2.1423, 2.9814)
C (2.8884, 1.4244, 3.4187)
Br (3.9431, 2.1451, 4.7966)
C (3.2129, 0.2004, 2.8731)
C (2.4084, -0.3503, 1.8722)
C (1.3345, 0.3835, 1.4173)
O (0.5164, -0.0410, 0.3643)
C (2.7470, -1.6709, 1.3234)
N (3.9528, -2.1362, 1.2912)
C (3.8509, -3.4057, 0.7369)
C (4.8451, -4.3541, 0.5041)
C (4.4580, -5.5707, -0.0144)
C (3.1128, -5.8499, -0.3096)
C (2.1166, -4.9230, -0.0904)
C (2.5184, -3.6987, 0.4336)
N (1.8164, -2.5564, 0.7987)
H (-0.7324, 3.4801, 2.9155)
H (-1.2604, 3.8664, 1.2610)
H (0.4139, 4.1923, 1.7518)
H (1.5481, 3.0988, 3.4292)
H (4.0739, -0.3586, 3.2111)
H (0.9450, -0.7740, -0.1101)
H (5.8783, -4.1272, 0.7328)
H (5.2018, -6.3348, -0.1982)
H (2.8508, -6.8161, -0.7205)
H (1.0816, -5.1501, -0.3162)
H (0.8184, -2.5266, 0.9221)
C (-3.8677, 1.9228, 2.5968)
O (-2.7529, 1.5211, 1.7651)
H (-3.5910, 1.7839, 3.6374)
H (-4.7371, 1.3174, 2.3632)
H (-4.0726, 2.9713, 2.4058)
S (-2.1220, -4.0606, 0.0647)
C (-1.9714, -2.5448, 0.2146)
N (-1.8361, -1.3315, 0.3165)

## Properties
* E_LUMO (spin up / spin down): -9.02 / -8.77 eV
* total charge: +2
* relative energy (zero: lowest compared OMol25 entry of this formula, charge and spin): 138.64 kJ/mol
* HOMO energy (spin up / spin down): -0.477 / -0.477 Ha
* spin multiplicity: 2